1.
Here is C31H30BClN8O7TeTi as an isolated structure in a non-equilibrium geometry from OMol25. Energies are from ωB97M-V with the def2-TZVPD basis set.

The geometry in XYZ format:
```
80
Properties=species:S:1:pos:R:3:mulliken_spin:R:1
Ti -0.46251 -0.26353 0.17489 0.93
C 0.20490 0.47239 -3.45689 -0.01
C -0.66074 1.40689 -2.69074 0.01
C -1.33769 2.53461 -3.18518 0.00
C -2.03600 3.03547 -2.11684 0.00
N -1.78671 2.26351 -1.04160 0.01
N -0.96525 1.24209 -1.40085 0.00
B -2.70518 2.15645 0.20438 -0.02
N -3.46758 0.80875 0.09553 0.02
C -4.76968 0.48517 -0.00495 0.01
C -4.87062 -0.88410 -0.10141 0.00
C -3.55344 -1.35779 -0.08244 0.01
C -3.06224 -2.76218 -0.17410 0.00
N -2.71901 -0.32606 0.05082 -0.01
N -1.89985 2.12666 1.52222 0.00
C -2.11197 2.84278 2.64178 0.01
C -1.32054 2.32468 3.63980 0.00
C -0.61301 1.27297 3.04067 0.00
C 0.40638 0.38289 3.66553 0.00
N -0.99144 1.15858 1.76834 0.01
N -3.56097 3.42584 0.23456 0.00
C -3.04878 4.67786 0.31935 0.00
C -4.09581 5.56285 0.27545 0.00
C -5.24493 4.75278 0.16153 0.00
C -6.67800 5.16949 0.06128 0.00
N -4.90692 3.47252 0.13812 0.00
H -0.38883 -0.03960 -4.21646 0.00
H 0.61296 -0.28056 -2.79592 0.01
H 1.01270 1.00942 -3.95782 0.00
H -1.29240 2.93402 -4.18436 0.00
H -2.70302 3.87848 -2.05682 0.00
H -5.51387 1.25955 0.00522 0.00
H -5.77177 -1.46698 -0.19686 0.00
H -3.04132 -3.22882 0.81235 0.00
H -3.71392 -3.35069 -0.81932 0.00
H -2.05400 -2.78146 -0.58241 0.00
H -2.82649 3.64725 2.66448 0.00
H -1.24686 2.66407 4.65889 0.00
H 0.00575 -0.07622 4.56988 0.00
H 1.28799 0.96414 3.94111 0.00
H 0.68652 -0.41351 2.98125 0.00
H -1.98398 4.83716 0.39927 0.00
H -4.04635 6.63876 0.31600 0.00
H -6.77042 6.24981 0.16796 0.00
H -7.27585 4.69471 0.83967 0.00
H -7.09936 4.88379 -0.90361 0.00
O 2.23582 -5.68306 0.32585 0.00
C 1.59947 -4.66980 0.28117 0.00
C 1.32959 -3.83620 -0.96393 0.00
O 1.75725 -4.10388 -2.07762 0.00
C 0.52921 -2.73565 -0.50521 0.00
C 0.30179 -2.80397 0.88775 0.01
O -0.37670 -1.84680 1.45299 -0.01
C 0.91589 -3.97634 1.45849 0.00
O 0.95013 -4.38699 2.60607 0.01
O 0.03865 -1.72772 -1.16183 -0.01
Cl 4.80231 1.51322 1.81615 0.00
C 3.41804 0.40120 1.83780 0.00
C 2.20175 1.01469 1.12478 0.01
O 1.93544 2.18817 1.25055 0.01
O 1.52960 0.13625 0.42617 0.01
H 3.16178 0.21898 2.87876 0.00
H 3.71007 -0.53335 1.37016 0.00
C 3.28406 -1.09054 -2.06862 0.00
Te 3.43828 1.06290 -2.07458 0.00
C 4.59454 0.66594 -3.87032 0.00
C 5.12530 -0.73424 -3.71482 0.00
C 6.23499 -1.18403 -4.42165 0.00
C 6.68246 -2.48963 -4.27064 0.00
C 6.01032 -3.35636 -3.42026 0.00
C 4.90137 -2.91642 -2.70970 0.00
C 4.46512 -1.60133 -2.84196 0.00
H 2.35555 -1.40791 -2.52989 0.00
H 3.27299 -1.44550 -1.04051 0.00
H 5.39514 1.39552 -3.98591 0.00
H 3.93979 0.73425 -4.74013 0.00
H 6.75623 -0.50477 -5.08728 0.00
H 7.55710 -2.82727 -4.81412 0.00
H 6.35072 -4.37807 -3.30392 0.00
H 4.35772 -3.59413 -2.06248 0.00
```

- 2S+1: 2
- Charge: -1
- Gap between HOMO and LUMO (alpha / beta): 7.52 / 7.53 eV
- Expectation value of S²: 0.7528
- LUMO (alpha / beta): 2.20 / 2.19 eV

2.
Here is C31H30BF5O2S as an isolated structure in a non-equilibrium geometry from OMol25. Energies are from ωB97M-V with the def2-TZVPD basis set.

The geometry in XYZ format:
```
70
Properties=species:S:1:pos:R:3:nbo_charge:R:1
C -2.51228 5.68944 -0.63021 -0.65
C -1.85215 4.48823 -0.08177 -0.16
C -1.75797 4.11337 1.24800 -0.29
C -0.94893 2.96245 1.43302 -0.21
C -0.30276 2.58070 0.25306 -0.20
B -0.39016 -0.58359 -0.02311 1.49
C 0.98200 1.96552 0.12871 -0.06
C 1.67112 1.59345 1.30531 -0.14
C 3.04341 1.76423 1.33317 -0.19
C 3.67895 2.03656 0.13352 -0.18
C 5.15348 2.28071 0.14122 0.98
F 5.79010 1.48969 -0.78492 -0.34
F 5.46346 3.57829 -0.15460 -0.33
F 5.73554 2.01687 1.34410 -0.33
C 3.02838 2.15612 -1.09243 -0.18
C 1.66333 2.01247 -1.10017 -0.21
O -0.92460 -0.39700 1.21022 -0.83
C -2.33408 -0.61952 0.91667 0.23
C -2.48290 -2.10820 1.20417 -0.62
C -3.13609 0.23707 1.86511 -0.63
C -2.48409 -0.26293 -0.64638 0.26
C -2.87521 -1.41571 -1.55040 -0.64
C -3.42012 0.88328 -0.94008 -0.64
O -1.10648 0.04785 -1.04601 -0.85
S -1.02763 3.39583 -1.13478 0.43
H -2.83285 6.34316 0.17936 0.23
H -1.82298 6.24454 -1.27501 0.23
H -3.37847 5.40946 -1.23073 0.22
H -2.20797 4.66998 2.07492 0.23
H -0.69246 2.51090 2.39416 0.23
H 1.11203 1.20166 2.14206 0.23
H 3.57589 1.68759 2.27031 0.24
H 3.57540 2.36691 -2.00691 0.24
H 1.10378 1.89046 -2.02662 0.23
H -3.50991 -2.45301 1.06916 0.22
H -1.80290 -2.68375 0.56154 0.22
H -2.15378 -2.27224 2.23587 0.22
H -4.20864 0.07152 1.69988 0.21
H -2.90185 -0.04968 2.89678 0.22
H -2.90880 1.29975 1.74642 0.23
H -3.88963 -1.79563 -1.36901 0.21
H -2.80443 -1.06349 -2.58810 0.23
H -2.15009 -2.23209 -1.47884 0.23
H -4.44846 0.56840 -0.70955 0.21
H -3.18689 1.79435 -0.38437 0.22
H -3.38180 1.13640 -2.00221 0.22
F 3.87003 -3.59249 3.91269 -0.34
C 3.14783 -3.03157 2.88686 0.40
C 3.81376 -2.20994 1.98653 -0.28
C 3.04956 -1.64173 0.96542 -0.21
C 1.66909 -1.84092 0.86517 0.07
C 0.96537 -1.22075 -0.32845 -0.77
C 0.49838 -2.19320 -1.40645 -0.04
C 0.37070 -1.67153 -2.70783 -0.11
C -0.05642 -2.46098 -3.76103 -0.29
C -0.41038 -3.77965 -3.47866 0.38
F -0.89991 -4.55215 -4.50199 -0.34
C -0.32147 -4.32986 -2.20740 -0.27
C 0.14695 -3.52578 -1.16416 -0.23
C 1.06093 -2.71040 1.76901 -0.21
C 1.78970 -3.31923 2.80301 -0.29
H 4.87833 -2.01115 2.05961 0.24
H 3.54245 -1.01517 0.22179 0.22
H 1.64878 -0.49619 -0.77128 0.26
H 0.62000 -0.62774 -2.88305 0.21
H -0.12140 -2.05273 -4.76992 0.23
H -0.60439 -5.36658 -2.02890 0.23
H 0.28553 -3.95149 -0.17151 0.23
H 0.00379 -2.96838 1.66431 0.22
H 1.31329 -3.98075 3.51571 0.23
```

- Gap between HOMO and LUMO: 7.50 eV
- LUMO: -0.33 eV

3.
Here is C31H30BrClI2N9OSe2Ti as an isolated structure in a non-equilibrium geometry from OMol25. Energies are from ωB97M-V with the def2-TZVPD basis set.

The geometry in XYZ format:
```
78
Properties=species:S:1:pos:R:3:lowdin_charge:R:1
Ti 0.16315 0.28820 0.26029 1.07
C -4.09594 -1.79501 3.48123 -0.41
Se -2.16538 -1.70848 3.33675 0.91
C -1.95552 -3.12277 2.01101 -0.56
C -2.81278 -2.97950 0.77255 -0.55
Se -2.59827 -1.24021 -0.05080 0.91
C -3.72697 -1.55676 -1.58677 -0.38
H -4.41775 -2.82905 3.58752 0.03
H -4.56575 -1.33091 2.61629 0.01
H -4.37070 -1.24663 4.37914 0.02
H -2.18060 -4.07315 2.49524 0.07
H -0.89348 -3.10739 1.75642 0.05
H -3.87451 -3.08150 0.99762 0.06
H -2.53794 -3.74356 0.04379 0.03
H -3.32513 -2.31581 -2.25038 -0.05
H -3.81565 -0.60847 -2.11156 0.00
H -4.70062 -1.85450 -1.20342 0.03
Br 2.95359 -6.02757 -4.03924 0.78
C 2.57294 -4.37652 -3.19260 -0.72
C 2.85375 -4.37824 -1.75809 -0.12
C 2.49415 -3.50115 -0.80473 -0.02
C 1.63954 -2.32955 -0.87344 -0.34
C 1.78092 -2.01998 -3.38599 -0.29
C 2.07404 -3.39051 -3.93158 -0.20
N 1.49178 -1.51713 0.14672 0.01
C 2.31101 -1.55155 1.22907 -0.11
C 1.95145 -0.78276 2.33329 -0.27
C 2.73618 -0.75352 3.52193 -0.01
C 2.31708 -0.01450 4.58056 -0.05
C 1.11092 0.72486 4.49113 -0.05
C 0.41403 0.68436 3.32630 -0.16
N 0.80787 -0.04694 2.24764 -0.02
H 3.42115 -5.23537 -1.41900 0.09
H 2.84280 -3.75560 0.18745 0.11
H 1.21861 -1.47134 -4.14545 0.15
H 1.88435 -3.56131 -4.98247 0.11
H 3.20022 -2.16089 1.26956 0.11
H 3.64860 -1.33243 3.55704 0.12
H 2.89624 0.00475 5.49465 0.12
H 0.73624 1.30168 5.32304 0.11
H -0.51437 1.22455 3.21383 0.11
Cl -0.54110 6.82321 2.21699 0.74
C -0.79474 5.16280 1.80274 -0.60
C -2.04663 4.63341 1.84437 -0.14
C -2.27442 3.26454 1.54062 -0.64
I -4.18788 2.49496 1.59933 1.00
C -1.23133 2.45422 1.20098 -0.44
O -1.33969 1.14132 0.94986 -0.35
C 0.07151 3.02055 1.11092 -0.16
N 1.06707 2.16336 0.72507 0.04
C 2.31463 2.58243 0.77370 -0.09
C 2.65530 3.90416 1.09839 -0.01
C 1.66246 4.79774 1.39231 0.01
C 0.32303 4.35981 1.43342 -0.15
H -2.88104 5.25936 2.12830 0.10
H 3.08442 1.85139 0.56145 0.12
H 3.69522 4.19589 1.09990 0.12
H 1.89299 5.83062 1.61472 0.10
N -3.30401 1.95035 -4.24733 0.14
N -2.32765 2.36231 -3.35034 -0.28
N -1.47791 3.32299 -3.61572 0.14
C -0.71329 3.28235 -2.52873 -0.18
N -1.10462 2.34224 -1.66459 0.02
N -2.14558 1.74965 -2.22088 0.10
H -3.31407 2.63168 -4.99706 0.10
H -4.18872 1.92761 -3.75285 0.10
H 0.11926 3.94586 -2.37067 0.11
I -0.69295 -3.46802 -2.41943 1.15
C 0.87090 -1.99475 -2.09219 -0.65
C 3.08164 -1.29845 -3.14169 0.00
C 3.26331 -0.16377 -2.46357 -0.03
C 2.24863 0.65381 -1.82338 -0.10
N 0.97038 0.47425 -1.74850 -0.07
C 0.22674 -0.64635 -1.91387 -0.30
H 3.96281 -1.77664 -3.55386 0.13
H 4.27125 0.22466 -2.38122 0.11
H 2.59503 1.61033 -1.44915 0.09
H -0.78012 -0.49773 -2.28254 0.06
```

- Charge: +1
- Gap between HOMO and LUMO (alpha / beta): 5.13 / 5.16 eV
- LUMO (alpha / beta): -3.92 / -3.91 eV